Computed, not measured: a cluster of 12 separate species, C44H114F9N9O17 in total at a distorted geometry, with ωB97M-V/def2-TZVPD.

Geometry as XYZ:
```
193
Properties=species:S:1:pos:R:3:forces:R:3
C -2.297 5.222 0.140 -0.605 -1.010 -0.224
C -3.582 4.337 0.385 2.301 0.307 -0.173
C -3.744 3.937 1.869 0.099 -0.593 -2.335
O -4.958 3.247 2.006 -1.620 1.508 1.214
C -5.084 1.864 1.642 1.426 0.894 0.018
N -4.817 5.027 -0.131 -0.170 -1.501 0.842
H -4.766 5.195 -1.125 0.231 1.080 -0.429
H -5.593 4.384 -0.067 -0.495 -1.037 0.111
H -5.181 5.740 0.485 0.420 1.344 -0.195
H -1.405 4.660 0.412 -0.146 -0.164 0.549
H -2.282 6.183 0.655 -0.188 -0.043 -0.048
H -2.100 5.350 -0.925 -0.464 0.425 -0.120
H -3.471 3.427 -0.205 -0.118 0.024 -0.150
H -3.625 4.906 2.354 -0.908 -0.240 1.074
H -2.914 3.292 2.157 0.314 0.079 -0.289
H -4.402 1.342 2.312 -0.033 -0.617 -0.351
H -4.773 1.804 0.599 -0.012 -0.752 -0.022
H -6.108 1.515 1.776 0.077 0.417 0.057
C -0.420 -2.641 3.661 -0.102 -0.340 0.314
C -1.062 -2.680 5.019 -1.122 -0.044 1.305
C -2.038 -3.885 5.225 -0.131 -1.313 -0.252
O -2.419 -4.282 6.569 1.538 2.762 -0.896
C -3.175 -5.442 6.754 -1.030 -0.721 -0.617
N -0.013 -2.806 6.100 -1.106 -0.248 -0.786
H 0.529 -3.636 5.905 0.641 -0.186 0.115
H 0.555 -1.972 6.124 0.874 0.512 0.002
H -0.533 -2.968 6.950 0.032 -0.043 0.776
H -1.192 -2.565 2.895 0.040 -0.213 -0.071
H 0.140 -3.573 3.586 0.205 0.053 -0.651
H 0.235 -1.773 3.585 0.234 -0.131 -0.070
H -1.519 -1.707 5.196 -0.337 -0.134 0.302
H -1.530 -4.737 4.773 0.457 -0.397 0.041
H -2.877 -3.789 4.536 -0.496 0.513 0.307
H -3.310 -5.610 7.822 0.543 -0.086 -0.123
H -2.761 -6.292 6.211 0.427 -0.223 0.362
H -4.190 -5.363 6.366 -0.191 0.450 -0.206
C -4.535 4.765 5.971 -0.311 -0.812 -0.962
C -3.726 3.471 6.218 0.417 0.445 0.426
C -3.334 2.683 4.921 -0.282 0.430 0.031
O -2.267 1.761 5.104 0.068 -0.027 0.089
C -1.691 1.146 3.900 0.115 1.280 0.694
N -2.456 3.841 6.972 0.263 -0.692 0.273
H -1.912 4.590 6.567 0.181 0.275 -0.642
H -2.527 4.098 7.946 -0.953 0.349 0.573
H -1.878 3.015 7.033 0.655 -0.566 -0.499
H -4.880 5.402 6.785 0.537 -0.504 0.565
H -5.466 4.451 5.500 -0.026 0.031 -0.252
H -4.013 5.408 5.262 0.094 0.000 -0.061
H -4.254 2.761 6.854 0.050 0.241 0.262
H -3.145 3.404 4.126 0.381 0.006 0.085
H -4.270 2.188 4.661 -0.059 -0.276 -0.231
H -2.446 0.634 3.304 0.124 -0.057 0.049
H -0.829 0.535 4.168 -0.510 -0.507 0.566
H -1.163 1.913 3.333 -0.559 0.362 -0.439
C -10.109 1.273 -2.864 0.879 -0.631 1.091
C -9.734 0.689 -1.456 0.781 -0.701 -2.243
C -8.216 0.308 -1.368 -0.392 0.735 -0.462
O -7.818 -0.064 -0.091 -1.019 0.348 0.591
C -6.660 -0.839 -0.015 0.328 -1.425 0.606
N -10.078 1.746 -0.462 -0.263 -0.677 0.842
H -9.315 2.384 -0.281 0.608 0.215 0.018
H -10.873 2.322 -0.699 -0.536 0.127 -0.608
H -10.330 1.308 0.412 0.099 -0.159 0.694
H -11.186 1.317 -3.024 0.061 0.156 0.180
H -9.690 0.634 -3.641 0.015 0.131 -0.002
H -9.637 2.255 -2.896 -0.188 0.137 -0.500
H -10.297 -0.232 -1.307 -0.316 0.349 0.621
H -7.625 1.181 -1.643 0.105 0.360 -0.427
H -7.968 -0.482 -2.077 -0.456 -0.054 -0.277
H -6.464 -0.925 1.054 0.653 0.466 -0.102
H -5.819 -0.552 -0.646 0.045 0.792 0.295
H -6.800 -1.888 -0.275 -0.663 -0.188 -0.437
C 1.679 4.159 -0.202 -0.025 -0.335 0.305
C 2.120 2.925 0.616 1.170 1.333 0.161
C 3.329 3.157 1.529 0.747 0.284 1.158
O 3.125 4.193 2.545 -0.399 -0.376 -1.123
C 4.339 4.559 3.200 0.486 -0.197 1.154
N 1.001 2.477 1.512 -0.313 1.120 -0.425
H 0.789 3.217 2.165 0.151 0.451 0.332
H 0.205 2.341 0.905 -1.126 -0.783 -0.437
H 1.139 1.638 2.058 0.832 -0.919 0.255
H 2.471 4.540 -0.847 0.197 -0.486 -0.088
H 1.411 5.028 0.399 -0.107 -0.166 0.418
H 0.830 3.890 -0.831 -0.103 0.008 -0.168
H 2.318 2.082 -0.047 0.196 0.101 -0.002
H 4.287 3.377 1.058 -0.366 0.010 -0.848
H 3.480 2.199 2.026 0.126 -0.156 0.431
H 4.857 3.679 3.581 0.048 -0.257 -0.231
H 4.160 5.149 4.099 -0.848 -0.089 -0.030
H 5.070 5.194 2.698 -0.330 -0.246 -1.088
C 6.366 -2.591 -1.787 0.037 0.247 0.226
C 7.344 -2.642 -0.629 -0.959 0.511 0.081
C 6.540 -2.478 0.703 1.293 -1.125 1.570
O 6.071 -1.203 1.013 0.553 0.285 -2.002
C 5.366 -1.082 2.198 -1.383 0.061 1.012
N 8.092 -4.007 -0.692 -0.216 1.032 0.143
H 8.791 -4.132 0.026 -0.282 -0.268 1.113
H 7.411 -4.749 -0.770 -0.161 -0.534 0.544
H 8.686 -4.132 -1.499 -0.066 0.619 -1.091
H 5.992 -1.567 -1.801 0.289 0.212 -0.585
H 5.450 -3.148 -1.590 0.161 -0.525 0.104
H 6.809 -2.923 -2.726 -0.145 0.433 -0.148
H 8.107 -1.866 -0.694 0.054 -0.088 -0.084
H 7.170 -2.757 1.547 0.703 -0.296 0.122
H 5.765 -3.241 0.768 -0.641 -0.052 -0.473
H 5.923 -0.942 3.125 0.745 -0.011 -0.240
H 4.707 -1.927 2.395 -0.090 -0.459 -0.205
H 4.686 -0.233 2.123 0.209 0.177 -0.219
C -0.090 -5.695 0.031 -0.045 -0.297 0.034
C -0.808 -5.673 -1.295 0.445 0.299 -1.584
C 0.200 -5.681 -2.470 -0.705 -0.360 0.278
O -0.511 -5.556 -3.653 -0.755 0.277 0.229
C 0.345 -5.642 -4.775 0.527 -0.802 -0.169
N -1.794 -6.819 -1.510 1.409 -0.569 1.412
H -2.421 -6.803 -0.718 -0.995 0.202 -0.176
H -2.222 -6.812 -2.424 -0.382 0.322 -0.431
H -1.345 -7.715 -1.381 0.539 -0.613 -0.362
H -0.797 -5.810 0.853 0.214 0.254 0.222
H 0.511 -4.789 0.104 -0.487 0.321 0.183
H 0.679 -6.464 0.107 -0.278 -0.450 -0.181
H -1.534 -4.867 -1.408 0.647 0.686 0.168
H 0.733 -6.631 -2.509 0.210 -0.428 0.402
H 0.976 -4.924 -2.366 -0.110 0.427 0.258
H 0.928 -6.562 -4.726 -0.110 -0.460 -0.006
H 1.126 -4.883 -4.720 -0.384 0.590 -0.519
H -0.280 -5.708 -5.665 0.322 0.586 0.037
C -1.151 1.974 -5.458 -1.348 0.292 0.549
C -1.125 1.197 -4.142 1.396 1.156 0.733
C 0.255 0.497 -4.047 -0.495 -0.191 0.966
O 0.295 -0.609 -4.883 -0.081 -0.706 0.218
C -0.402 -1.770 -4.416 0.370 0.485 -0.301
N -1.240 2.237 -2.970 0.577 1.506 -0.720
H -1.233 2.034 -1.980 0.242 -2.054 1.272
H -0.507 2.930 -3.028 0.785 0.271 -0.508
H -2.072 2.805 -3.042 -0.620 0.007 -0.702
H -1.275 1.262 -6.274 -0.139 0.235 -0.033
H -0.310 2.630 -5.688 0.613 -0.576 0.447
H -1.962 2.699 -5.385 -0.620 -0.234 -0.620
H -1.984 0.606 -3.826 0.128 -0.604 -1.052
H 0.424 0.253 -2.998 0.165 -0.406 0.243
H 1.077 1.143 -4.354 -0.197 0.311 -0.147
H -0.301 -1.948 -3.346 0.146 0.359 0.314
H 0.064 -2.621 -4.913 -0.350 0.102 -0.267
H -1.461 -1.653 -4.649 -0.135 -0.420 -0.112
N 2.316 0.068 4.271 1.494 2.030 0.992
O 3.082 0.985 4.626 -0.706 -0.928 -0.182
O 1.939 0.000 3.100 -1.031 0.041 -2.204
O 1.904 -0.777 5.067 -0.659 -1.163 1.353
C -1.198 -0.220 0.045 2.793 3.105 -0.384
O -0.036 -0.673 -0.652 0.396 -1.454 -0.634
O -1.191 1.192 -0.061 -1.385 -1.717 -0.063
C -2.463 -0.968 -0.450 -1.101 -0.566 -1.028
F -2.992 -0.722 -1.700 1.070 0.823 0.828
F -2.331 -2.324 -0.491 0.488 0.410 0.752
F -3.492 -0.702 0.395 0.293 -0.062 0.189
C 1.050 -1.327 0.057 0.152 -0.467 0.106
C 2.102 -1.798 -0.909 0.180 1.198 -1.165
H 2.952 -2.341 -0.495 -0.289 -0.050 0.524
H 1.705 -2.366 -1.750 -0.090 0.048 -0.042
H 2.517 -0.852 -1.259 0.351 -0.254 -0.777
H 0.807 -2.235 0.611 -1.115 0.214 0.509
H 1.602 -0.645 0.704 -0.594 0.242 0.469
H -0.951 -0.497 1.070 -1.017 -0.470 0.635
C 5.537 2.720 -2.166 0.872 4.965 -2.579
O 6.911 2.328 -1.923 -0.829 -0.700 0.456
O 5.513 3.624 -3.261 -0.897 -3.664 3.150
C 4.526 1.571 -2.109 0.890 1.811 -3.259
F 3.238 2.009 -2.372 0.316 -0.282 -0.187
F 4.868 0.648 -3.020 -0.677 -0.658 0.243
F 4.415 1.005 -0.946 -0.306 -1.570 2.387
C 7.086 1.555 -0.762 1.100 -1.376 -1.628
C 8.550 1.459 -0.509 1.108 0.509 0.667
H 9.188 1.176 -1.345 -0.486 0.049 -0.396
H 8.902 2.437 -0.181 0.310 -0.108 0.233
H 8.725 0.701 0.255 0.128 0.127 0.434
H 6.829 0.527 -1.016 -0.780 -0.438 0.212
H 6.583 1.809 0.171 -0.466 0.611 -0.124
H 5.339 3.252 -1.236 -0.726 0.577 0.997
C 4.664 -0.356 -7.742 0.879 -3.269 -1.041
O 4.169 -1.272 -6.769 -1.549 -0.581 3.071
O 4.883 -1.175 -8.843 -1.039 3.038 1.588
C 3.742 0.897 -7.760 2.308 -0.049 -1.584
F 4.194 1.692 -8.704 1.053 1.214 -1.497
F 2.520 0.649 -8.122 -2.514 -0.760 0.623
F 3.790 1.675 -6.661 -0.581 -0.511 0.843
C 3.806 -0.801 -5.417 0.408 0.957 -1.889
C 3.777 -1.930 -4.442 0.564 -0.591 -0.091
H 4.810 -2.242 -4.288 0.008 -0.351 0.144
H 3.352 -1.643 -3.480 -0.029 0.215 0.016
H 3.210 -2.770 -4.844 -0.040 -0.121 -0.073
H 2.832 -0.311 -5.418 -0.290 0.002 -0.295
H 4.504 -0.019 -5.119 0.132 -0.192 0.100
H 5.640 -0.045 -7.367 0.461 0.844 0.099
```
Forces are in eV/Å.

Output
HOMO	-9.84	eV
E_tot	-4413.5142	hartree
lowest unoccupied orbital energy	-8.823	eV
total charge	+4
Kohn-Sham gap	0.037	hartree